135
Properties=species:S:1:pos:R:3:lowdin_charge:R:1 method="wB97M-V/def2-TZVPD" total_charge=0 orbital_gap_ev=9.06 smiles="C[C@H](O)CO[Si@@](PP(=O)(O)O)(P(C)O)C(F)(F)C(F)F.CCCCCC.CCCCCC.CCCCCC.CCCCCC.CCCCCC" energy_ev=-97615.0995
C -0.9189 3.8970 -0.2813 -0.044
C -0.0883 2.6207 -0.1911 -0.399
O 0.3297 2.1937 -1.4980 -0.049
C -0.9288 1.5283 0.4593 -0.230
O -0.1175 0.3652 0.6913 -0.238
Si -0.8614 -1.0972 0.7474 0.296
P -2.9532 -0.9152 1.5309 0.734
P -2.7598 -0.2596 3.5903 0.202
O -3.4205 1.0455 3.7784 -0.327
O -1.1940 -0.1896 3.9297 -0.185
O -3.3548 -1.4696 4.4589 -0.187
P -1.0576 -2.0266 -1.2988 0.744
C 0.6128 -1.6153 -1.9131 -0.330
O -1.9733 -0.8629 -2.0638 -0.402
C 0.2784 -2.2885 1.7848 -0.489
F 1.2586 -2.7988 0.9573 0.026
F 0.9219 -1.6354 2.7987 0.055
C -0.4502 -3.5104 2.3761 -0.366
F -1.0443 -3.1446 3.5361 0.055
F 0.4216 -4.4864 2.6638 0.095
H -0.4270 4.6332 -0.9234 0.087
H -1.9096 3.6613 -0.6981 0.092
H -1.0912 4.3246 0.7100 0.090
H 0.8116 2.7967 0.4100 0.152
H -0.1743 2.6982 -2.1518 0.087
H -1.7589 1.3039 -0.2243 0.107
H -1.3194 1.8805 1.4223 0.128
H -3.3470 -2.2631 1.6229 -0.092
H -0.8831 -0.9704 4.4146 0.064
H -3.5982 -1.1595 5.3472 0.060
H 0.7513 -0.5326 -2.0207 0.028
H 0.7614 -2.1003 -2.8849 0.035
H 1.3718 -1.9853 -1.2174 0.034
H -1.4115 -0.1970 -2.4861 0.035
H -1.2142 -3.9018 1.6955 0.154
C -6.0385 -1.3911 -0.7141 -0.119
C -6.6995 -1.0597 0.6209 -0.278
C -7.9866 -1.8425 0.8769 -0.229
C -9.1060 -1.5874 -0.1343 -0.231
C -9.5309 -0.1254 -0.2646 -0.272
C -10.0882 0.4646 1.0271 -0.112
H -6.6903 -1.1487 -1.5550 0.065
H -5.1160 -0.8222 -0.8411 0.043
H -5.7906 -2.4537 -0.7759 0.076
H -6.8923 0.0149 0.6762 0.102
H -5.9968 -1.2802 1.4291 0.070
H -8.3457 -1.6142 1.8842 0.100
H -7.7567 -2.9130 0.8769 0.109
H -9.9769 -2.1850 0.1535 0.108
H -8.8016 -1.9568 -1.1174 0.100
H -10.2926 -0.0559 -1.0456 0.103
H -8.6880 0.4801 -0.6087 0.097
H -10.9577 -0.1015 1.3685 0.074
H -10.3992 1.5001 0.8832 0.068
H -9.3472 0.4549 1.8278 0.065
C 5.1960 3.7649 -5.7219 -0.105
C 4.3301 2.7290 -6.4333 -0.265
C 2.8327 2.9330 -6.2095 -0.224
C 2.3815 2.8163 -4.7523 -0.229
C 2.7200 1.4895 -4.0755 -0.262
C 2.0616 0.2865 -4.7434 -0.110
H 5.0641 3.7265 -4.6396 0.065
H 6.2534 3.5925 -5.9282 0.066
H 4.9477 4.7742 -6.0577 0.076
H 4.6274 1.7244 -6.1201 0.102
H 4.5282 2.7847 -7.5074 0.078
H 2.2810 2.2143 -6.8220 0.101
H 2.5508 3.9224 -6.5838 0.110
H 1.2964 2.9669 -4.7139 0.104
H 2.8163 3.6316 -4.1676 0.102
H 2.3965 1.5464 -3.0334 0.087
H 3.8034 1.3433 -4.0529 0.102
H 0.9727 0.3899 -4.7442 0.073
H 2.3096 -0.6366 -4.2194 0.058
H 2.3838 0.1691 -5.7794 0.067
C 6.6755 -3.8057 6.2213 -0.113
C 5.3755 -4.4911 6.6302 -0.272
C 4.5585 -5.0069 5.4466 -0.229
C 4.0905 -3.9274 4.4686 -0.224
C 3.2496 -2.8150 5.0928 -0.262
C 1.9460 -3.3151 5.7064 -0.103
H 6.4906 -2.9290 5.5988 0.064
H 7.2357 -3.4728 7.0960 0.068
H 7.3130 -4.4889 5.6558 0.074
H 4.7728 -3.8031 7.2296 0.097
H 5.6088 -5.3359 7.2838 0.103
H 3.6923 -5.5559 5.8260 0.101
H 5.1574 -5.7386 4.8948 0.109
H 3.5076 -4.4061 3.6753 0.108
H 4.9575 -3.4806 3.9743 0.102
H 3.0169 -2.0837 4.3149 0.093
H 3.8313 -2.2804 5.8493 0.099
H 1.3328 -3.8167 4.9565 0.054
H 1.3640 -2.4859 6.1146 0.066
H 2.1218 -4.0209 6.5201 0.067
C -2.2566 -0.1425 7.4633 -0.115
C -2.0965 -0.3806 8.9608 -0.260
C -3.0313 -1.4569 9.5103 -0.226
C -4.5232 -1.1507 9.3614 -0.229
C -4.9782 0.1582 10.0053 -0.269
C -4.7643 0.1995 11.5151 -0.111
H -3.2648 0.2048 7.2212 0.071
H -1.5627 0.6151 7.0989 0.080
H -2.0626 -1.0692 6.9128 0.065
H -2.2499 0.5609 9.4943 0.101
H -1.0653 -0.6796 9.1645 0.106
H -2.7964 -1.6242 10.5645 0.101
H -2.8186 -2.4040 9.0036 0.110
H -5.0913 -1.9778 9.7982 0.110
H -4.7917 -1.1338 8.3008 0.096
H -6.0411 0.2958 9.7920 0.105
H -4.4649 1.0040 9.5396 0.098
H -5.3033 -0.6139 12.0057 0.075
H -5.1233 1.1394 11.9356 0.069
H -3.7092 0.1068 11.7770 0.065
C 7.1439 3.2790 -9.4614 -0.108
C 5.9036 3.9250 -10.0729 -0.270
C 4.9273 2.9146 -10.6725 -0.231
C 5.4846 2.0839 -11.8299 -0.228
C 6.0021 2.8995 -13.0138 -0.271
C 4.9279 3.7502 -13.6843 -0.112
H 7.7240 2.7300 -10.2044 0.065
H 7.7986 4.0361 -9.0277 0.071
H 6.8645 2.5808 -8.6686 0.067
H 6.2069 4.6551 -10.8281 0.099
H 5.3825 4.4917 -9.2959 0.097
H 4.0284 3.4426 -11.0028 0.102
H 4.5987 2.2303 -9.8832 0.100
H 4.6987 1.4079 -12.1812 0.109
H 6.2897 1.4410 -11.4638 0.101
H 6.4210 2.2096 -13.7509 0.104
H 6.8291 3.5398 -12.6944 0.098
H 4.1094 3.1253 -14.0481 0.074
H 5.3350 4.2965 -14.5359 0.068
H 4.5068 4.4849 -12.9963 0.064